Below is a molecular structure, C32H35N4O4RuSSb2 at a distorted geometry, with properties calculated with wB97M-V/def2-TZVPD.

The geometry in XYZ format:
```
79
Properties=species:S:1:pos:R:3:forces:R:3:lowdin_spin:R:1
Ru 0.61118 1.46850 0.09049 3.1447 -1.9776 0.4842 0.936
C 0.10688 1.34750 3.50469 -0.4424 0.0068 0.2190 -0.001
N 1.08448 1.29200 2.44499 -0.8347 0.2900 -2.1179 -0.008
C 2.33598 1.15510 2.73309 0.3731 0.0869 -0.6023 0.003
C 3.27888 1.08010 1.68759 0.4790 -0.0136 0.1184 0.000
C 4.69168 1.07280 1.68629 -0.6353 0.0196 0.1402 0.009
C 5.07678 1.09540 0.35929 -0.0838 -0.0829 -0.2904 0.001
C 3.89488 1.09660 -0.40101 0.3430 0.0773 -0.0470 0.011
N 2.82858 1.08700 0.39069 -1.5768 0.8406 -0.4814 -0.009
C -0.02192 0.01210 4.19499 -0.0033 0.1287 0.0611 0.000
C -0.14032 -1.14220 3.42769 -0.0167 0.0172 0.0685 0.000
C -0.21252 -2.37970 4.04139 -0.0508 0.0119 -0.1008 0.000
C -0.17572 -2.46930 5.42459 0.0029 -0.0408 0.1038 0.000
C -0.06782 -1.32090 6.19099 -0.0253 -0.0832 0.0710 0.000
C 0.01388 -0.08100 5.57919 -0.0562 -0.0233 -0.1409 0.000
H -0.85702 1.62340 3.05209 0.2325 0.0917 0.2406 0.000
H 0.38018 2.12350 4.23129 -0.1416 -0.0566 -0.0716 0.000
H 2.68168 1.10870 3.77099 -0.1852 0.0314 -0.1147 -0.001
H 5.32348 1.06530 2.55279 0.1386 -0.0082 0.1860 0.000
H 6.07538 1.12800 -0.02931 0.2044 -0.0704 -0.0709 0.000
H 3.79978 1.11200 -1.47881 0.0297 0.0496 0.0506 0.000
H -0.16132 -1.05800 2.34709 0.0141 -0.0601 -0.0078 0.000
H -0.29712 -3.27270 3.43929 -0.0072 -0.0900 -0.0477 0.000
H -0.22802 -3.43450 5.90579 -0.0065 -0.0841 0.0320 0.000
H -0.04172 -1.38580 7.26859 0.0125 -0.0448 0.0908 0.000
H 0.10268 0.81400 6.18099 0.0331 0.0658 0.0030 0.000
C 1.71818 -0.85800 -3.47351 0.0728 0.3914 0.4849 -0.005
Sb 0.89918 1.01140 -2.75501 -1.3765 -0.4735 -0.3879 -0.015
C 1.51738 2.07150 -4.55051 0.0803 0.1959 0.7515 -0.004
C -1.16282 0.54800 -3.46071 0.9895 -0.1633 0.2910 -0.001
C -2.08182 1.70630 -3.47761 -0.3897 0.4647 0.1315 0.000
C -1.96152 2.64260 -4.50591 0.0005 -0.0780 0.1503 0.000
C -2.78052 3.74980 -4.58111 -0.1068 0.1188 0.0682 0.000
C -3.75172 3.95020 -3.60981 0.1031 0.0688 -0.1559 0.000
C -3.89592 3.02890 -2.59441 0.0602 -0.1294 0.0069 0.000
C -3.08832 1.89380 -2.51091 0.1714 0.2538 -0.4555 0.000
C -3.35062 0.91400 -1.43641 0.6016 -0.3153 0.7362 -0.003
Sb -1.99792 1.09730 0.28939 -1.1857 1.2687 -0.6396 -0.014
C -3.34662 0.06480 1.61759 0.7025 -0.0065 -0.0419 -0.004
C -2.66822 3.11200 0.76239 0.0297 -0.4455 -0.0555 -0.003
H 1.35808 -1.02750 -4.48421 -0.0991 0.1280 -0.0776 -0.001
H 1.42178 -1.67320 -2.82411 -0.0451 -0.0285 0.0649 0.000
H 2.80168 -0.79010 -3.48481 0.1274 -0.0185 -0.0049 0.000
H 1.14498 1.55470 -5.42671 -0.1813 -0.2425 0.0037 -0.001
H 2.60078 2.07870 -4.58201 0.1907 0.0223 0.0226 0.000
H 1.16078 3.09340 -4.54521 -0.0686 0.1690 0.0163 0.000
H -1.49762 -0.26230 -2.81681 0.0121 -0.0948 -0.0399 0.000
H -0.99552 0.17520 -4.47161 -0.0005 -0.1243 0.0231 0.000
H -1.20522 2.48520 -5.26051 0.0763 -0.0185 -0.1329 0.000
H -2.66802 4.45340 -5.39131 0.0198 0.0751 -0.0897 0.000
H -4.40032 4.81100 -3.65741 -0.0638 0.0986 0.0047 0.000
H -4.66842 3.16870 -1.85181 -0.0857 0.0187 0.0829 0.000
H -3.28972 -0.11800 -1.77551 -0.0092 -0.0570 0.0588 0.000
H -4.32912 1.08620 -0.98941 -0.0142 -0.0460 0.0077 0.000
H -4.30502 0.57110 1.56739 -0.0221 0.1709 -0.0730 0.000
H -2.97652 0.07840 2.63819 0.0132 -0.0282 0.1187 0.000
H -3.44292 -0.96140 1.28049 0.0640 -0.0756 -0.0454 0.000
H -3.74482 3.13320 0.89459 -0.2032 0.0402 0.0535 0.000
H -2.39072 3.76930 -0.05891 0.0753 0.0024 -0.0448 0.000
H -2.18412 3.46790 1.66829 0.0600 0.0283 0.0746 0.000
S 3.03998 5.05530 0.42399 0.0769 0.1342 0.0096 0.046
C 1.76318 4.16520 0.13439 0.6308 0.3615 0.1362 0.024
N 0.79018 3.52560 -0.08321 -1.0370 -2.0303 0.2307 0.029
O -1.38262 -1.43230 -0.25021 0.2203 -0.1487 0.1914 -0.003
C -0.15872 -1.66710 -0.30671 -1.1803 0.3694 -0.1001 0.001
O 0.72968 -0.80110 -0.56161 0.5130 1.4264 0.9423 0.012
C 0.31488 -3.06740 -0.11491 0.2821 -0.5404 -0.2638 0.000
C 1.67908 -3.35630 -0.18411 -0.5067 0.2803 0.0878 0.000
C 2.11348 -4.65860 -0.10231 0.1118 -0.6768 0.0492 0.000
C 1.17948 -5.68370 0.04029 -0.6091 1.7339 -0.0565 0.000
C -0.18382 -5.40270 0.12779 0.4235 -0.5756 0.0392 0.000
C -0.61012 -4.09880 0.04489 0.1112 0.4642 0.0323 0.000
N 1.61688 -7.04480 0.06819 0.5158 -1.4162 0.0107 0.000
O 2.81098 -7.26100 -0.05751 -0.2219 0.0682 0.0526 0.000
O 0.77608 -7.91950 0.20229 0.1403 0.2572 0.0013 0.000
H 2.37268 -2.54060 -0.30691 0.1293 0.0757 0.0046 0.000
H 3.16458 -4.89910 -0.15491 -0.0002 -0.0453 -0.0191 0.000
H -0.87702 -6.21950 0.24949 -0.0573 -0.0346 -0.0200 0.000
H -1.66012 -3.85770 0.09339 -0.0832 0.0448 -0.0122 0.000
```
Positions in Å, forces in eV/Å.

Summary:
Kohn-Sham gap (alpha / beta) = 6.192 / 6.025 eV
HOMO (alpha / beta) = -7.90 / -7.88 eV
LUMO level (alpha / beta) = -0.063 / -0.068 hartree
Spin multiplicity = 2
Net charge = 0
Calculated total energy = -2733.81732 hartree
Expectation value of S² = 0.7636

Below is a molecular structure, C32H35N7O3PtS, with properties calculated with wB97M-V/def2-TZVPD.

The geometry in XYZ format:
```
79
Properties=species:S:1:pos:R:3:forces:R:3:mulliken_charge:R:1
Pt -2.28956 -0.01350 -0.17926 -0.2689 0.1590 -0.0556 0.966
C -4.15093 3.78040 3.96567 -0.0267 -0.0026 0.0246 -1.101
C -2.65133 3.68309 3.72852 0.0599 0.0055 0.0146 -0.443
N -2.30560 3.46870 2.33480 -0.0228 -0.0247 -0.1711 -0.167
C -2.39482 2.26519 1.72054 -0.0664 -0.0135 0.4803 0.548
S -2.17695 2.26132 -0.00390 0.0956 -0.0891 -0.1559 -0.792
N -2.63659 1.22734 2.50670 0.0334 -0.0286 -0.2850 -1.022
N -2.66047 0.05832 1.80697 -0.0623 0.0156 0.1824 0.724
C -2.88678 -1.05743 2.41736 0.0613 -0.1811 -0.2689 1.425
C -3.13987 -1.17511 3.88156 0.0298 0.0692 0.0467 -1.766
C -2.84400 -2.25415 1.54340 0.0293 0.2558 0.0751 0.029
C -2.93882 -3.54803 2.03889 -0.0087 0.0043 -0.1720 -0.875
C -2.85463 -4.61505 1.15675 0.0040 0.0538 -0.0248 -0.520
C -2.67308 -4.36879 -0.19506 -0.0022 0.0013 0.0132 -0.866
C -2.57723 -3.05517 -0.62564 -0.0673 -0.0241 0.0908 0.093
N -2.66845 -2.03160 0.21693 0.1848 0.0780 0.1374 -0.086
H -4.35762 3.97775 5.01832 -0.0090 -0.0136 0.0217 0.358
H -4.64012 2.84869 3.68400 0.0071 -0.0124 -0.0098 0.297
H -4.58769 4.58935 3.37870 0.0027 0.0160 -0.0116 0.307
H -2.22757 2.85891 4.29996 -0.0077 0.0108 0.0208 0.242
H -2.15070 4.59925 4.04778 -0.0202 -0.0051 -0.0044 0.428
H -2.28286 4.26656 1.72224 0.0385 -0.0039 -0.0046 0.227
H -3.39233 -0.19823 4.28596 0.0124 -0.0230 -0.0169 0.367
H -2.24539 -1.53543 4.39777 0.0094 -0.0008 -0.0134 0.267
H -3.95321 -1.87212 4.08347 -0.0241 0.0007 0.0008 0.458
H -3.06499 -3.71237 3.09828 -0.0004 -0.0012 0.0204 0.369
H -2.92679 -5.62902 1.52689 0.0055 -0.0138 -0.0122 0.425
H -2.59993 -5.17206 -0.91363 -0.0032 -0.0192 0.0091 0.435
H -2.42802 -2.79069 -1.66471 0.0187 -0.0261 -0.0004 0.358
C 5.94448 -1.25333 0.22880 -0.0077 0.0087 -0.0033 -0.848
O 4.85942 -1.42601 -0.67031 -0.0415 0.0500 -0.0639 -0.461
C 4.61383 -0.38930 -1.54217 0.0222 -0.0456 0.0578 1.105
C 5.60871 0.29442 -2.21562 0.0047 0.0109 0.0291 -0.504
C 5.28121 1.32673 -3.08653 -0.0269 -0.0090 0.0014 -0.691
C 3.95308 1.67299 -3.26242 0.0157 0.0128 -0.0040 -1.267
C 2.94893 0.98959 -2.58983 -0.0036 -0.0072 -0.0117 0.086
C 3.26203 -0.06835 -1.74118 0.0340 0.0705 -0.0117 -0.338
N 2.32839 -0.81511 -1.02750 -0.0139 -0.0911 0.0006 -0.165
C 0.94294 -0.74025 -1.09105 -0.1613 0.2873 0.0325 0.017
N 0.45266 -0.64893 -2.35171 -0.0020 -0.1349 -0.0122 -0.002
C -0.84290 -0.43866 -2.88514 0.0198 0.0348 -0.0689 0.572
C -2.02882 -0.13781 -2.19294 0.0817 -0.0012 -0.0227 -1.672
C -3.16843 0.06813 -2.98817 -0.0255 0.0020 0.0731 -0.620
C -3.17116 -0.03812 -4.36683 -0.0027 -0.0085 -0.0479 -0.769
C -1.99513 -0.34799 -5.03325 0.0049 0.0078 0.0511 -0.511
C -0.84650 -0.52890 -4.29245 0.0097 -0.0044 0.0071 1.277
O 0.35706 -0.85590 -4.90466 -0.0665 -0.0629 0.0255 -0.552
C 0.80813 0.06405 -5.88712 -0.0043 0.0498 0.0181 -0.800
N 0.19838 -0.81985 -0.05419 0.1792 -0.3841 0.0442 0.118
C 0.73672 -0.69582 1.22701 -0.0918 0.0229 0.0443 -0.454
C 0.55736 -1.70636 2.16208 0.0235 -0.0156 -0.0162 -0.352
C 0.96336 -1.55417 3.48424 0.0029 0.0271 -0.0039 -0.942
C 1.54261 -0.36573 3.88543 0.0035 0.0103 0.0054 -0.871
C 1.72432 0.67002 2.97055 0.0207 0.0039 0.0142 -0.546
C 1.32981 0.51216 1.65107 -0.0469 0.0493 -0.0417 0.878
O 1.45447 1.46591 0.69165 0.0516 -0.1018 -0.0145 0.170
C 2.01867 2.70275 1.06524 -0.0092 0.0476 0.0057 -1.085
H 6.00266 -2.16658 0.81556 -0.0112 0.0140 0.0139 0.238
H 5.76018 -0.40152 0.88927 0.0310 0.0021 -0.0176 0.309
H 6.89135 -1.10854 -0.29200 0.0142 -0.0331 0.0071 0.344
H 6.64342 0.01725 -2.06894 0.0085 0.0118 -0.0013 0.276
H 6.06325 1.85457 -3.61447 0.0108 0.0067 -0.0051 0.394
H 3.68493 2.48990 -3.91940 0.0037 0.0104 -0.0044 0.420
H 1.91817 1.29204 -2.70714 -0.0074 0.0010 0.0026 0.650
H 2.69003 -1.26431 -0.20062 0.0242 0.0155 0.0145 0.524
H 1.11999 -0.85526 -3.08069 -0.0043 0.0000 0.0163 0.571
H -4.09187 0.32612 -2.48418 -0.0047 -0.0039 -0.0161 0.414
H -4.08512 0.11996 -4.92493 -0.0117 0.0004 -0.0058 0.397
H -1.96862 -0.45266 -6.10931 0.0094 -0.0022 -0.0188 0.374
H 0.10253 0.14906 -6.71481 0.0049 -0.0041 -0.0086 0.344
H 1.75455 -0.31910 -6.26189 0.0079 0.0086 0.0086 0.268
H 0.96058 1.05327 -5.44514 -0.0017 0.0000 -0.0214 0.268
H 0.09098 -2.62477 1.82723 -0.0253 -0.0312 -0.0132 0.502
H 0.82206 -2.36222 4.18990 0.0014 -0.0163 0.0165 0.460
H 1.85814 -0.22699 4.91112 -0.0037 -0.0015 0.0127 0.419
H 2.16728 1.59925 3.30039 -0.0074 -0.0082 0.0030 0.480
H 2.06492 3.29857 0.15717 -0.0061 0.0001 0.0126 0.225
H 3.02911 2.57539 1.46686 -0.0113 0.0166 -0.0181 0.377
H 1.39424 3.21436 1.80372 0.0063 -0.0036 0.0040 0.289
```
Positions in Å, forces in eV/Å.

Summary:
Kohn-Sham gap = 6.567 eV
HOMO = -6.72 eV
LUMO level = -0.006 hartree
Spin multiplicity = 1
Net charge = 0
Calculated total energy = -2366.93748 hartree

The lowest spin multiplicity belongs to which entry? C32H35N7O3PtS

What is the spin multiplicity in the first record? 2

net charge of number 2 (C32H35N7O3PtS)? 0

What is the net charge in the second record? 0